{
  "formula": "C29H31N3O2",
  "method": "wB97M-V/def2-TZVPD",
  "total_energy_ev": -39140.17690,
  "e_lumo_ha": -0.0743,
  "largest_force_ev_per_a": 3.33,
  "gap_ev": 3.8,
  "elements": ["C", "N", "C", "O", "C", "C", "C", "C", "C", "C", "C", "C", "N", "C", "C", "C", "C", "C", "C", "C", "C", "C", "C", "C", "C", "C", "C", "H", "H", "H", "H", "H", "H", "H", "H", "H", "H", "H", "H", "H", "H", "H", "H", "H", "H", "H", "H", "H", "H", "H", "H", "H", "H", "H", "N", "C", "O", "C", "C", "C", "C", "H", "H", "H", "H"],
  "positions_angstrom": [[2.98540, 3.17900, 2.96266], [2.23328, 2.25264, 2.13739], [2.86961, 1.54155, 1.14586], [4.04307, 1.60095, 0.84509], [1.83823, 0.61071, 0.53231], [2.28851, -0.83898, 0.69496], [2.44715, -1.22071, 2.13419], [3.61408, -0.92498, 2.82395], [3.74264, -1.24872, 4.15885], [2.69985, -1.85688, 4.82593], [1.52773, -2.13600, 4.15462], [1.39992, -1.81347, 2.82009], [0.54459, 0.88624, 1.22193], [-0.61788, 0.22594, 0.95167], [-1.81780, 0.47036, 1.58243], [-2.97953, -0.22217, 1.30853], [-4.21255, -0.01154, 1.98600], [-5.30992, -0.84904, 1.71366], [-6.50486, -0.68088, 2.37135], [-6.64994, 0.32642, 3.31023], [-5.58763, 1.16668, 3.59250], [-4.38520, 1.00538, 2.94855], [0.78598, 1.93104, 2.27654], [0.47234, 1.42195, 3.70330], [-0.04417, 2.64235, 4.49905], [-0.36119, 3.76553, 3.47473], [-0.06003, 3.20675, 2.06535], [4.01896, 3.19393, 2.62013], [2.57411, 4.18246, 2.87986], [2.96707, 2.86703, 4.00497], [1.70870, 0.87022, -0.52684], [1.57953, -1.51753, 0.21076], [3.24594, -0.97584, 0.18256], [4.40878, -0.40595, 2.31396], [4.65477, -1.01656, 4.68303], [2.79408, -2.09820, 5.87261], [0.70596, -2.59990, 4.67353], [0.47502, -2.00019, 2.30155], [-0.57889, -0.56202, 0.22123], [-1.84403, 1.22603, 2.34276], [-2.94256, -0.98104, 0.54405], [-5.19258, -1.63491, 0.98764], [-7.33005, -1.33746, 2.15747], [-7.58906, 0.45876, 3.81951], [-5.70202, 1.95405, 4.31967], [-3.57251, 1.67122, 3.18026], [-0.26529, 0.61412, 3.67077], [1.37636, 0.99361, 4.14759], [-0.92906, 2.37960, 5.09178], [0.71483, 2.98106, 5.21560], [-1.40357, 4.09835, 3.55204], [0.25854, 4.64886, 3.67457], [0.50503, 3.91816, 1.45412], [-0.97339, 2.97698, 1.50824], [-2.90459, -2.70941, -1.23030], [-1.67173, -3.28748, -1.43012], [-0.64896, -2.73566, -1.02413], [-1.55956, -4.54591, -2.11244], [-2.66684, -5.16913, -2.57881], [-3.89272, -4.55142, -2.38425], [-3.94532, -3.35042, -1.72281], [-0.58334, -4.97785, -2.24404], [-2.60381, -6.11789, -3.08931], [-4.79438, -5.01123, -2.75126], [-4.89902, -2.86425, -1.58021]],
  "nbo_charge": [-0.417, -0.462, 0.700, -0.604, -0.132, -0.440, -0.047, -0.172, -0.226, -0.221, -0.199, -0.220, -0.344, 0.286, -0.396, 0.022, -0.065, -0.146, -0.217, -0.156, -0.210, -0.174, 0.345, -0.451, -0.407, -0.419, -0.440, 0.257, 0.199, 0.203, 0.246, 0.266, 0.249, 0.222, 0.214, 0.214, 0.215, 0.221, 0.276, 0.206, 0.279, 0.242, 0.227, 0.221, 0.218, 0.203, 0.232, 0.245, 0.217, 0.215, 0.218, 0.215, 0.231, 0.225, -0.610, 0.551, -0.789, -0.346, -0.174, -0.389, 0.046, 0.202, 0.196, 0.196, 0.155]
}

{
  "formula": "C29H31N7PdSe",
  "method": "wB97M-V/def2-TZVPD",
  "total_energy_ev": -109832.25691,
  "e_lumo_ha": [-0.0256, -0.0258],
  "largest_force_ev_per_a": 0.26,
  "spin_multiplicity": 3,
  "gap_ev": [6.0, 6.2],
  "elements": ["Pd", "Se", "N", "C", "C", "C", "C", "C", "N", "C", "C", "N", "C", "C", "C", "C", "C", "N", "H", "H", "H", "H", "H", "H", "C", "C", "C", "C", "C", "C", "C", "C", "C", "C", "C", "C", "N", "H", "H", "H", "H", "H", "H", "H", "H", "H", "H", "H", "H", "H", "H", "H", "H", "H", "C", "C", "C", "C", "N", "N", "C", "H", "H", "H", "H", "H", "H", "H", "H"],
  "positions_angstrom": [[-0.26895, -0.98049, -1.34533], [2.02667, 4.55974, 3.50014], [1.51269, 2.85459, 3.55955], [0.58010, 2.70606, 2.65881], [-0.09114, 1.44076, 2.38663], [0.23025, 0.27190, 3.08082], [-0.45207, -0.88580, 2.77840], [-1.42792, -0.83732, 1.78599], [-1.72829, 0.25793, 1.11250], [-1.07720, 1.38600, 1.39889], [-1.43619, 2.59364, 0.62148], [-2.36741, 2.46213, -0.33145], [-2.67303, 3.52061, -1.06408], [-2.09161, 4.77277, -0.89073], [-1.14192, 4.91972, 0.09602], [-0.79931, 3.81452, 0.87122], [0.22515, 3.88734, 1.90877], [0.87968, 4.97771, 2.20113], [1.01166, 0.29612, 3.82761], [-0.22813, -1.81637, 3.28040], [-1.98716, -1.72732, 1.51719], [-3.42182, 3.36733, -1.83456], [-2.38110, 5.60140, -1.52141], [-0.64939, 5.86552, 0.27846], [0.40538, -3.83089, 0.46326], [1.88988, -3.65007, 0.78890], [2.74562, -4.22299, -0.34561], [2.33629, -2.24199, 1.13367], [2.96452, -2.03168, 2.35267], [3.53381, -0.81013, 2.68366], [3.53205, 0.20898, 1.74270], [2.92390, 0.06188, 0.50515], [3.08747, 1.16581, -0.52476], [3.73455, 0.65761, -1.81563], [1.80081, 1.93561, -0.82249], [2.23899, -1.15448, 0.21877], [1.53553, -1.29292, -0.93316], [0.12896, -4.88111, 0.58521], [0.19603, -3.54243, -0.56566], [-0.23221, -3.23107, 1.11204], [2.09625, -4.24400, 1.68467], [2.59826, -3.64446, -1.25857], [2.46368, -5.25938, -0.54583], [3.80571, -4.19865, -0.08905], [3.02673, -2.85826, 3.05282], [4.01341, -0.66830, 3.64371], [4.03334, 1.14420, 1.96854], [3.78412, 1.88094, -0.07462], [3.07412, -0.03992, -2.32986], [4.67463, 0.14581, -1.60321], [3.94320, 1.49432, -2.48588], [1.04381, 1.29234, -1.27593], [2.00636, 2.76030, -1.50991], [1.38836, 2.35922, 0.09258], [-5.66427, 0.34686, -1.55713], [-4.45441, -0.42580, -1.95852], [-4.29726, -1.50159, -2.81128], [-2.92614, -1.80352, -2.79108], [-2.29685, -0.96808, -1.96967], [-3.23701, -0.14443, -1.47449], [-2.18782, -2.87727, -3.51529], [-6.52510, 0.01322, -2.13247], [-5.52991, 1.41509, -1.73242], [-5.88562, 0.20805, -0.49808], [-5.06954, -1.99410, -3.37738], [-2.95411, 0.58118, -0.81177], [-2.54740, -2.97009, -4.53975], [-2.31978, -3.84252, -3.02341], [-1.12190, -2.64981, -3.53188]],
  "nbo_charge": [0.404, 0.911, -0.614, 0.199, -0.146, -0.119, -0.235, 0.065, -0.453, 0.247, 0.181, -0.436, 0.064, -0.253, -0.114, -0.104, 0.106, -0.601, 0.246, 0.230, 0.202, 0.194, 0.226, 0.238, -0.600, -0.239, -0.601, -0.037, -0.217, -0.245, -0.212, -0.040, -0.241, -0.605, -0.582, 0.131, -0.521, 0.204, 0.219, 0.198, 0.196, 0.222, 0.201, 0.208, 0.204, 0.210, 0.206, 0.197, 0.229, 0.208, 0.201, 0.212, 0.204, 0.184, -0.641, 0.177, -0.352, 0.175, -0.363, -0.344, -0.644, 0.229, 0.222, 0.230, 0.225, 0.471, 0.222, 0.225, 0.239]
}

{
  "formula": "C29H32AsF3NO6OsSi2",
  "method": "wB97M-V/def2-TZVPD",
  "total_energy_ev": -131576.98613,
  "e_lumo_ha": [-0.1450, -0.1440],
  "charge": 1,
  "largest_force_ev_per_a": 2.09,
  "gap_ev": [5.8, 6.2],
  "elements": ["Os", "O", "C", "O", "C", "C", "C", "C", "C", "N", "C", "O", "O", "H", "H", "H", "H", "H", "O", "C", "O", "C", "C", "C", "C", "C", "C", "H", "H", "H", "H", "H", "C", "Si", "C", "C", "As", "Si", "C", "C", "C", "H", "H", "H", "H", "H", "H", "H", "H", "H", "H", "H", "H", "H", "H", "H", "H", "H", "H", "F", "C", "F", "F", "C", "C", "C", "C", "C", "C", "C", "C", "H", "H", "H", "H"],
  "positions_angstrom": [[0.52454, 0.48764, 0.52764], [-1.14360, -1.96832, -2.83515], [-0.51533, -1.52398, -1.75554], [-1.00479, -1.53258, -0.65134], [0.88251, -1.08942, -2.02048], [1.53680, -1.49778, -3.16244], [2.88954, -1.20097, -3.31880], [3.52750, -0.53853, -2.30268], [2.82021, -0.11617, -1.17191], [1.48001, -0.35947, -1.04629], [3.41470, 0.57022, -0.05127], [4.71699, 0.82675, 0.00533], [2.75685, 0.90251, 0.93154], [-2.03230, -2.26028, -2.59397], [0.99758, -2.05933, -3.91087], [3.41848, -1.50541, -4.21014], [4.58969, -0.34545, -2.38085], [5.16305, 0.67185, -0.83576], [-0.34457, -0.27347, 3.50940], [-0.56741, 0.98932, 3.25925], [-0.29434, 1.51948, 2.16886], [-1.13203, 1.79131, 4.35752], [-1.18848, 3.17773, 4.20832], [-1.60048, 3.96517, 5.26800], [-1.96846, 3.37254, 6.46919], [-1.94213, 1.99113, 6.60919], [-1.51930, 1.19745, 5.55769], [-0.89394, 3.61553, 3.26477], [-1.62782, 5.04095, 5.15977], [-2.27323, 3.99406, 7.30098], [-2.24830, 1.53609, 7.54146], [-1.49087, 0.12028, 5.65303], [2.66186, 1.61564, 4.09143], [2.70370, -0.26244, 4.00086], [4.30715, -1.01349, 3.35807], [2.15919, -0.97094, 5.66230], [1.01733, -1.07767, 2.43820], [0.37790, -3.37987, 2.84579], [1.91948, -4.22446, 3.53029], [0.03313, -4.03249, 1.11116], [-1.11542, -3.55801, 3.96755], [3.62666, 1.98220, 4.45033], [1.89352, 1.95969, 4.78536], [2.48675, 2.07108, 3.11709], [5.11040, -0.93038, 4.09267], [4.63612, -0.50097, 2.45368], [4.17089, -2.07217, 3.12847], [2.75945, -0.55307, 6.47380], [2.26233, -2.05640, 5.69882], [1.11578, -0.71771, 5.85904], [2.76985, -4.08176, 2.86002], [1.74627, -5.29869, 3.61942], [2.19832, -3.85241, 4.51672], [0.83275, -3.72987, 0.43058], [-0.90292, -3.62425, 0.73159], [-0.03692, -5.12175, 1.09367], [-0.94308, -3.13664, 4.95873], [-1.33517, -4.62090, 4.08554], [-1.99087, -3.07019, 3.53765], [-6.78578, 6.02607, -1.18221], [-6.89093, 4.71081, -1.43136], [-7.41177, 4.57429, -2.66706], [-7.80182, 4.21100, -0.56997], [-5.57607, 3.99698, -1.30629], [-4.42074, 4.68936, -0.97521], [-3.22755, 4.00391, -0.83821], [-3.18082, 2.61955, -1.03185], [-4.34911, 1.93999, -1.39227], [-5.54082, 2.62557, -1.52522], [-1.96347, 1.91920, -0.78870], [-0.92088, 1.34390, -0.51810], [-4.45800, 5.75854, -0.82148], [-2.32105, 4.52977, -0.57141], [-4.31356, 0.87128, -1.55423], [-6.44733, 2.10113, -1.79802]],
  "lowdin_charge": [1.130, 0.148, -0.490, 0.044, -0.153, 0.051, -0.013, 0.027, -0.157, -0.029, -0.453, 0.170, -0.072, 0.148, 0.134, 0.125, 0.124, 0.117, -0.307, -0.537, -0.149, -0.140, -0.002, -0.055, -0.058, -0.060, -0.015, 0.124, 0.112, 0.112, 0.111, 0.114, -0.174, 0.441, -0.194, -0.193, 1.064, 0.419, -0.209, -0.221, -0.188, 0.046, 0.036, 0.020, 0.042, 0.014, 0.015, 0.042, 0.012, 0.022, 0.025, 0.041, 0.013, 0.024, 0.019, 0.040, 0.031, 0.042, 0.038, 0.138, -0.581, 0.143, 0.140, -0.120, 0.001, -0.011, -0.246, -0.014, -0.004, -0.092, -0.203, 0.122, 0.120, 0.115, 0.128]
}